(1)
{
  "formula": "C15H50BrN15O11P2",
  "method": "ωB97M-V with the def2-TZVPD basis set",
  "symbols": ["C", "C", "C", "C", "C", "C", "O", "P", "Br", "C", "N", "C", "P", "O", "O", "O", "H", "H", "H", "H", "H", "H", "H", "H", "H", "H", "H", "H", "H", "H", "H", "H", "H", "H", "H", "H", "H", "H", "C", "O", "N", "N", "H", "H", "H", "H", "C", "O", "N", "N", "H", "H", "H", "H", "C", "O", "N", "N", "H", "H", "H", "H", "C", "O", "N", "N", "H", "H", "H", "H", "C", "O", "N", "N", "H", "H", "H", "H", "C", "O", "N", "N", "H", "H", "H", "H", "C", "O", "N", "N", "H", "H", "H", "H"],
  "xyz": [[1.968609, -2.368650, 2.128082], [2.017932, -2.973901, 0.709843], [3.360333, -2.590263, 0.105192], [0.852049, -2.387948, -0.071570], [0.945023, -2.551194, -1.599880], [-0.485249, -2.918500, 0.435601], [-1.378675, -1.849908, 0.758617], [-2.827832, -1.814045, -0.119926], [-4.712973, -1.725462, -1.573941], [-3.510797, -3.279123, 0.789663], [-4.966031, -3.314446, 0.967937], [-3.127538, -0.091053, 0.418710], [-1.687708, 0.998123, 0.387456], [-1.057973, 1.144659, 1.684318], [-2.318885, 2.379172, -0.092581], [-0.663555, 0.614161, -0.767844], [2.499371, -2.996234, 2.832958], [0.960793, -2.151840, 2.454587], [2.504916, -1.428422, 2.092431], [1.938999, -4.052987, 0.806183], [3.278729, -1.559825, -0.224923], [4.135239, -2.630750, 0.857202], [3.612421, -3.190172, -0.758610], [0.849539, -1.325727, 0.130014], [1.909501, -2.898431, -1.941920], [0.759922, -1.596469, -2.083651], [0.214615, -3.243616, -1.989868], [-0.915419, -3.595350, -0.298771], [-0.353989, -3.511341, 1.335178], [-2.102666, -2.019623, -1.302469], [-3.048968, -3.350999, 1.760691], [-3.188134, -4.143408, 0.216671], [-5.393757, -3.916551, 0.276119], [-5.141159, -3.772180, 1.856814], [-3.859210, 0.351930, -0.234296], [-3.543021, -0.040711, 1.416615], [-1.617309, 2.915656, -0.501701], [-0.966548, -0.159650, -1.271213], [-6.179623, 1.293906, 2.822390], [-5.201325, 0.567283, 2.775416], [-6.244586, 2.473162, 2.135659], [-7.281319, 0.983376, 3.567608], [-7.036074, 3.087066, 2.160254], [-5.446189, 2.729681, 1.584478], [-7.258771, 0.122898, 4.081641], [-8.095450, 1.564557, 3.623274], [-0.825160, 5.154686, 3.606607], [-1.321351, 6.171089, 4.069370], [-1.511726, 3.980733, 3.503416], [0.464452, 5.113633, 3.153135], [-1.127349, 3.135423, 3.114820], [-2.460860, 3.978033, 3.825909], [1.008872, 5.958284, 3.208014], [0.889563, 4.289043, 2.773667], [1.289385, -6.403031, -2.419673], [0.323236, -5.775871, -1.998821], [2.254587, -5.822003, -3.176622], [1.459120, -7.733588, -2.157600], [3.056905, -6.298603, -3.544727], [2.145964, -4.848279, -3.387555], [0.757711, -8.186719, -1.602810], [2.238305, -8.267076, -2.492806], [4.033441, 6.757996, 3.698404], [3.048121, 6.892966, 2.987536], [3.949037, 6.745022, 5.057591], [5.288838, 6.609343, 3.179411], [4.740501, 6.634518, 5.662113], [3.036403, 6.851312, 5.462285], [5.376238, 6.605570, 2.180407], [6.111093, 6.497036, 3.741063], [-2.663470, -4.660373, -5.082855], [-2.482942, -5.192024, -6.165457], [-3.695833, -3.791184, -4.854041], [-1.850416, -4.889155, -4.008328], [-3.856658, -3.347534, -3.968099], [-4.314198, -3.599083, -5.618911], [-1.083619, -5.524837, -4.126232], [-1.979948, -4.461470, -3.111680], [2.672346, 10.930103, 1.237558], [2.535791, 12.090999, 0.895639], [3.902008, 10.328992, 1.324624], [1.623491, 10.122727, 1.566639], [4.028707, 9.375484, 1.609487], [4.702183, 10.886094, 1.093053], [0.702505, 10.516227, 1.523789], [1.735771, 9.164542, 1.847512], [4.229865, -3.947249, -5.424562], [4.291982, -5.073975, -4.957744], [3.666230, -3.694015, -6.639889], [4.712996, -2.856953, -4.756891], [3.599084, -2.778139, -7.040974], [3.297004, -4.476875, -7.147321], [5.134109, -3.016197, -3.860487], [4.670458, -1.922451, -5.116400]],
  "atomic_forces_ev_per_a": [[0.32, -0.10, -0.52], [0.10, 0.41, 0.83], [-0.44, 0.03, -0.13], [-0.14, -0.48, -0.72], [-0.18, 0.32, 0.00], [0.09, 0.17, 0.53], [-0.27, -0.11, -0.48], [0.76, 0.20, 1.40], [-0.30, -0.19, -0.61], [-1.33, -0.25, -0.45], [0.34, -0.32, 0.34], [0.23, 0.03, -1.06], [-0.38, -0.15, 1.03], [0.89, 0.14, 1.08], [0.09, 0.31, -0.87], [-0.29, -0.47, -0.67], [-0.06, -0.18, 0.30], [-0.22, -0.12, 0.28], [0.01, 0.42, 0.10], [-0.12, -0.31, -0.25], [0.16, 0.34, -0.09], [0.36, -0.21, 0.06], [0.28, -0.23, -0.11], [0.06, 0.38, 0.24], [0.29, -0.01, -0.04], [0.06, 0.24, -0.22], [-0.14, -0.35, -0.05], [-0.18, -0.13, -0.26], [0.06, -0.12, 0.25], [-0.27, -0.05, -0.17], [0.44, 0.40, 0.19], [0.45, -0.12, -0.24], [-0.05, 0.25, -0.18], [-0.09, 0.22, 0.04], [-0.35, 0.07, -0.19], [-0.03, -0.22, 0.48], [-0.43, 0.06, 0.16], [0.35, 0.26, -0.02], [-0.04, 0.10, -0.04], [0.09, -0.07, 0.00], [0.02, -0.02, -0.02], [-0.01, -0.02, 0.02], [0.00, -0.01, 0.02], [0.01, 0.01, 0.02], [0.01, 0.00, -0.02], [0.02, 0.02, -0.02], [0.05, -0.10, -0.05], [0.00, 0.02, 0.01], [-0.04, -0.09, 0.00], [0.04, 0.17, 0.04], [-0.05, -0.06, -0.09], [0.02, 0.00, 0.00], [0.10, -0.06, -0.05], [-0.06, -0.04, 0.01], [0.15, 0.05, -0.07], [-0.19, -0.05, 0.07], [-0.16, -0.13, 0.22], [-0.05, 0.00, 0.07], [0.03, 0.11, -0.12], [0.03, -0.01, -0.06], [0.00, 0.02, -0.01], [0.01, 0.04, -0.03], [0.09, -0.04, 0.22], [-0.09, 0.14, -0.22], [-0.04, 0.00, -0.03], [-0.03, 0.06, -0.05], [0.01, -0.01, -0.02], [0.00, 0.00, -0.01], [-0.01, -0.04, 0.01], [-0.02, 0.00, 0.02], [-0.04, 0.04, 0.09], [0.02, -0.01, -0.05], [0.04, 0.00, 0.01], [0.00, 0.03, -0.13], [-0.06, 0.05, 0.05], [0.01, -0.01, 0.00], [0.01, 0.01, 0.11], [0.01, -0.05, 0.03], [-0.02, -0.08, 0.05], [0.03, 0.02, -0.02], [0.13, -0.02, -0.02], [-0.07, -0.11, 0.01], [-0.08, -0.01, 0.03], [-0.03, 0.02, 0.00], [0.02, 0.02, 0.00], [0.02, 0.01, 0.04], [-0.01, 0.09, -0.08], [0.08, -0.03, 0.02], [0.02, -0.03, -0.01], [-0.02, -0.01, 0.05], [0.00, 0.00, 0.02], [-0.01, 0.01, 0.02], [0.01, -0.01, -0.02], [-0.01, -0.01, -0.02]],
  "largest_force_ev_per_a": 1.61,
  "gap_ev": 9.529,
  "smiles": "CC(C)[C@@H](C)CO[PH](Br)(CN)CP(=O)(O)O.NC(N)=O.NC(N)=O.NC(N)=O.NC(N)=O.NC(N)=O.NC(N)=O.NC(N)=O",
  "lumo_ev": 0.26
}



(2)
{
  "formula": "C4H11AlN2O4",
  "method": "ωB97M-V with the def2-TZVPD basis set",
  "symbols": ["Al", "N", "O", "O", "O", "C", "C", "C", "O", "C", "N", "H", "H", "H", "H", "H", "H", "H", "H", "H", "H", "H"],
  "xyz": [[2.980627, 0.144420, -0.134964], [7.709251, -1.346688, 1.984181], [8.043317, -1.968967, 1.003173], [6.563061, -0.928466, 1.964968], [8.441852, -1.030970, 2.913190], [-3.256360, -1.400217, -0.795859], [-1.930275, -0.589915, -1.038078], [-2.104532, 0.836287, -0.552559], [-0.834733, 1.606451, -0.606312], [-1.111739, 2.890167, -0.025322], [-0.922477, -1.283519, -0.295249], [-3.445179, -1.600278, 0.258858], [-3.311740, -2.357336, -1.314472], [-4.069876, -0.851140, -1.269987], [-1.646486, -0.697136, -2.085009], [-2.534801, 0.899720, 0.446922], [-2.866868, 1.321562, -1.162034], [-2.133036, 3.198344, -0.249094], [-0.424915, 3.685172, -0.315732], [-0.922803, 2.951371, 1.046434], [-1.105457, -2.261902, -0.466695], [-1.116832, -1.216960, 0.693639]],
  "atomic_forces_ev_per_a": [[-0.23, 0.05, -0.11], [0.90, 0.98, 0.48], [0.61, -0.50, 0.08], [-0.86, 0.20, 0.39], [-0.57, -0.71, -0.91], [-0.47, 0.05, -0.59], [-0.10, -0.04, 0.59], [1.04, 0.58, -0.85], [-1.72, -0.24, 0.64], [0.22, 0.52, 0.13], [-0.34, -0.73, 0.45], [-0.04, 0.37, -0.01], [0.64, -0.07, -0.03], [-0.21, 0.39, 0.29], [-0.31, 0.41, -0.24], [0.29, -0.28, 0.42], [0.15, 0.21, -0.39], [0.10, 0.09, 0.06], [0.17, -0.35, -1.04], [-0.44, -0.79, 0.46], [0.83, -0.63, -0.41], [0.34, 0.50, 0.58]],
  "total_charge": 2,
  "largest_force_ev_per_a": 1.86,
  "gap_ev": 1.555,
  "lumo_ev": -14.01,
  "e_above_lowest_ev": 1.233
}